Entry 1:
# C4H8N2O2

The molecule C4H8N2O2 at a distorted geometry (wB97M-V/def2-TZVPD, the OMol25 dataset).

```
16
Properties=species:S:1:pos:R:3:forces:R:3
C -1.259 -1.307 0.846 -0.3 -0.1 0.5
N -0.864 -1.035 -0.413 1.0 0.2 -0.7
C 1.627 -0.918 0.002 0.4 0.3 0.4
C 0.418 -0.354 -0.721 -0.5 -0.7 0.1
C 0.352 1.152 -0.549 0.1 0.1 -0.1
N -0.847 1.697 -0.260 0.2 0.3 -0.2
O 1.337 1.839 -0.745 0.0 -0.1 -0.1
O -0.742 -0.837 1.837 0.0 0.1 0.0
H -2.143 -1.964 0.925 0.1 0.0 -0.2
H -1.213 -1.567 -1.192 -0.4 -0.1 0.3
H 2.511 -0.451 -0.422 0.1 -0.1 -0.2
H 1.713 -2.004 -0.040 -0.1 0.1 -0.2
H 1.635 -0.621 1.043 -0.2 -0.1 0.2
H 0.556 -0.527 -1.791 0.0 0.2 0.0
H -1.618 1.178 0.119 0.1 0.1 0.0
H -0.790 2.702 -0.223 -0.4 0.0 0.3
```
Forces are in eV/Å.

Calculated values
- E: -11353.700 eV
- Frontier orbital gap: 10.31 eV
- SMILES: C[C@@H](NC=O)C(N)=O
- Spin multiplicity: 1
- Energy relative to the best compared isomer or geometry (same formula, charge and spin): 39.8 kJ/mol

Atom charges from the natural (NBO) analysis, given in e for atoms 1 to 5:
1 C 0.512
2 N -0.625
3 C -0.622
4 C -0.142
5 C 0.666

***

Entry 2:
# C4H4AlO6

A structure of composition C4H4AlO6 at a distorted geometry (wB97M-V/def2-TZVPD, the OMol25 dataset).

```
15
Properties=species:S:1:pos:R:3:forces:R:3
O -2.402 -0.676 1.996 0.4 1.7 0.2
C -1.462 -0.962 1.206 3.9 5.4 -0.8
O -1.388 -2.118 0.696 4.3 0.0 -3.2
O -0.572 -0.026 0.933 -0.6 -0.7 0.4
O 1.617 0.375 0.689 2.7 4.5 -1.2
C 1.661 1.635 0.128 1.1 -3.6 4.3
C 0.580 -0.383 0.199 -1.8 1.4 -3.2
Al -2.696 -2.297 1.598 -8.6 -6.6 3.8
H 2.682 1.944 -0.097 0.0 0.3 -0.2
H 0.789 2.264 0.324 -0.4 0.0 -1.2
H 0.790 -1.456 0.218 0.3 0.3 -0.1
C 0.542 0.251 -1.402 -1.8 -4.6 -0.8
O 1.258 -0.249 -2.231 0.4 1.2 1.3
H -0.819 0.803 -2.596 0.2 0.3 -0.4
O -0.581 0.896 -1.662 -0.2 0.4 1.2
```
Forces are in eV/Å.

Calculated values
- E: -23071.588 eV
- Frontier orbital gap (alpha / beta): 5.34 / 7.03 eV
- Spin multiplicity: 2
- Total charge: +2
- Energy relative to the best compared isomer or geometry (same formula, charge and spin): 73.7 kJ/mol

Atom charges from the natural (NBO) analysis, given in e for atoms 1 to 5:
1 O -0.681
2 C 0.914
3 O -0.783
4 O -0.430
5 O -0.378

***

Entry 3:
# C3H5NO3

A cluster of 2 separate species, C3H5NO3 in total at a distorted geometry (wB97M-V/def2-TZVPD, the OMol25 dataset).

```
12
Properties=species:S:1:pos:R:3:forces:R:3
C -0.088 1.764 0.766 0.8 -1.4 -0.4
C 1.911 0.564 -0.029 4.0 -2.8 0.0
C -1.265 -2.168 -0.779 2.6 1.8 -0.1
N 0.755 0.913 0.390 -3.7 0.7 1.0
O -1.376 1.524 0.883 -0.2 -3.3 -0.7
O 2.385 0.656 -1.138 -0.1 0.8 -0.8
O -1.733 -1.071 -0.526 -0.7 -1.8 -0.2
H 0.193 2.710 1.084 0.4 2.0 0.5
H 2.502 -0.142 0.671 -0.8 1.1 -0.1
H -1.728 -3.028 -1.340 -0.2 0.8 0.7
H -0.109 -2.223 -0.583 -1.8 -0.7 -0.2
H -1.445 0.500 0.602 -0.3 2.7 0.5
```
Forces are in eV/Å.

Calculated values
- E: -10822.387 eV
- Frontier orbital gap: 9.65 eV
- SMILES: O=C/N=C/O.C=O
- Spin multiplicity: 1
- Energy relative to the best compared isomer or geometry (same formula, charge and spin): 318.5 kJ/mol

Atom charges from the natural (NBO) analysis, given in e for atoms 1 to 5:
1 C 0.497
2 C 0.515
3 C 0.293
4 N -0.558
5 O -0.649

***

Entry 4:
# C13H46N6O10

A cluster of 10 separate species, C13H46N6O10 in total at a distorted geometry (wB97M-V/def2-TZVPD, the OMol25 dataset).

```
75
Properties=species:S:1:pos:R:3:forces:R:3
C -2.305 -0.477 -2.919 0.7 1.8 -0.8
C -2.437 0.603 -1.813 -1.3 -1.9 -0.5
O -1.266 1.331 -1.679 0.6 0.6 -0.2
H -1.382 -1.072 -2.973 -0.2 0.3 0.4
H -2.466 -0.004 -3.909 0.4 -0.1 0.3
H -3.132 -1.097 -2.846 -1.5 -1.6 0.3
H -2.665 0.139 -0.869 -0.2 0.0 0.4
H -3.252 1.272 -2.098 -0.1 0.0 0.2
H -1.241 1.667 -2.566 1.2 1.0 -0.5
C 1.294 4.793 -1.282 -0.6 0.5 0.8
C 1.781 3.410 -1.625 -0.1 -0.2 -0.4
O 2.688 3.632 -2.673 -0.5 0.6 -1.5
H 0.439 4.728 -0.610 -0.1 0.2 0.0
H 0.969 5.323 -2.192 0.2 -0.3 0.3
H 2.060 5.426 -0.762 -0.4 -0.8 -0.6
H 0.984 2.596 -1.767 0.5 1.3 -0.6
H 2.373 2.959 -0.884 0.6 -0.3 1.9
H 3.215 2.863 -2.866 0.3 -0.2 0.2
C -3.630 -2.632 -0.071 -0.8 -0.4 -1.9
C -4.869 -3.192 0.638 0.1 0.6 -0.7
O -5.465 -2.151 1.435 0.9 -2.1 1.6
H -3.321 -1.909 0.625 1.4 0.8 0.9
H -3.885 -2.030 -0.994 0.0 -0.8 0.9
H -2.879 -3.394 -0.388 -0.5 0.6 0.5
H -4.538 -4.058 1.254 -0.7 0.8 0.0
H -5.611 -3.497 -0.090 -0.1 -0.6 -0.1
H -5.795 -1.431 0.938 -0.3 0.9 -1.2
C 4.395 1.008 -1.696 8.3 1.0 4.3
O 5.686 1.312 -1.297 -6.1 -1.6 -1.6
N 4.048 1.253 -2.903 -1.0 0.5 -6.0
N 3.528 0.437 -0.878 -0.9 -0.5 1.2
H 4.793 1.431 -3.669 -1.9 -0.4 2.2
H 3.068 1.027 -3.165 1.3 0.0 -0.2
H 3.876 0.334 0.054 0.0 0.2 0.2
H 2.522 0.271 -1.000 0.5 0.2 -0.3
C 2.266 0.594 2.735 -5.6 3.3 0.2
O 1.052 1.202 2.634 5.1 -2.4 0.7
N 3.156 0.888 3.643 1.7 2.1 2.8
N 2.593 -0.400 1.997 -0.7 -3.8 -5.1
H 2.814 1.563 4.309 0.3 0.2 0.0
H 4.179 0.782 3.586 -1.2 -0.2 -0.2
H 1.914 -0.623 1.241 0.6 0.4 0.8
H 3.482 -0.887 1.861 -0.4 0.7 0.9
C -1.427 3.607 1.119 -6.0 4.6 -5.6
O -2.341 4.199 0.226 4.5 -2.9 4.1
N -0.673 2.617 0.827 2.0 -3.6 -2.7
N -1.306 4.046 2.331 2.2 1.4 5.1
H -0.617 2.301 -0.160 -0.4 0.4 1.3
H -0.031 2.198 1.492 0.2 0.0 0.0
H -1.635 4.991 2.549 0.0 -0.9 -0.3
H -0.441 3.710 2.915 -2.4 0.9 -1.6
C 2.814 -3.123 -1.733 1.9 -0.1 1.6
O 2.150 -4.026 -0.907 -2.0 -0.8 0.1
H 2.504 -3.279 -2.723 -0.8 0.2 -1.3
H 3.846 -3.548 -1.693 0.0 1.5 -0.4
H 2.664 -2.084 -1.336 0.6 -0.7 -0.9
H 2.616 -4.021 -0.090 0.3 -0.2 1.0
C -2.098 -0.340 2.385 0.4 1.5 1.1
O -2.837 0.486 1.527 -0.5 0.1 -1.9
H -2.777 -0.976 2.925 -0.3 -0.4 0.2
H -1.752 0.476 3.020 1.0 -1.2 1.2
H -1.262 -0.910 1.967 -0.2 0.2 -0.2
H -2.293 1.286 1.431 -0.5 -0.3 -0.4
C -0.415 -4.406 1.874 0.2 0.1 0.4
O -0.486 -3.282 2.756 1.6 -0.3 -0.6
H -1.065 -5.187 2.296 0.1 0.0 -0.8
H 0.598 -4.789 1.778 0.3 0.0 0.8
H -0.580 -4.103 0.845 -0.9 -0.1 -0.2
H -1.386 -3.198 3.004 -1.2 0.3 0.4
C -0.118 -1.439 -0.400 -1.8 0.7 -0.4
O 0.643 -0.251 -0.684 -0.2 -1.1 0.5
H -0.263 -2.080 -1.237 1.0 -0.8 -1.0
H -1.197 -1.217 -0.259 0.6 0.5 0.6
H 0.192 -2.000 0.451 0.7 -0.2 0.7
H -0.063 0.351 -0.961 0.3 0.6 -0.4
```
Forces are in eV/Å.

Calculated values
- E: -43638.571 eV
- Frontier orbital gap: 8.73 eV
- SMILES: NC(N)=O.NC(N)=O.NC(N)=O.CCO.CCO.CCO.CO.CO.CO.CO
- Spin multiplicity: 1
- Energy relative to the best compared isomer or geometry (same formula, charge and spin): 491.2 kJ/mol

Atom charges from the Löwdin analysis, given in e for atoms 1 to 5:
1 C -0.054
2 C -0.283
3 O -0.103
4 H 0.079
5 H 0.086